# 1
A 2-piece molecular cluster, CH3IO2 overall, computed with ωB97M-V/def2-TZVPD.

```
7
Properties=species:S:1:pos:R:3:forces:R:3:nbo_charge:R:1
I 3.542 0.316 -0.125 -1.3 0.0 0.0 -0.133
O -0.182 -0.140 0.916 0.3 -0.7 1.2 -0.603
O -1.584 0.359 -0.653 -1.0 1.0 0.2 -0.664
C -1.022 -0.526 0.154 1.3 1.3 -0.5 0.643
H 1.860 0.316 -0.028 1.3 0.0 0.0 0.124
H -1.273 -1.539 -0.057 -0.5 -0.9 -0.1 0.135
H -1.341 1.216 -0.208 -0.2 -0.7 -0.9 0.497
```
Positions in Å, forces in eV/Å.

Summary:
**Highest occupied orbital energy**: -0.35993 Eh
**SMILES**: O=CO.I
**HOMO-LUMO gap**: 0.3802 hartree
**LUMO**: 0.552 eV
**DFT total energy**: -13280.982 eV
**F_max**: 1.96 eV/A


# 2
CH3IO2 in the gas phase, computed with ωB97M-V/def2-TZVPD.

```
7
Properties=species:S:1:pos:R:3:forces:R:3:nbo_charge:R:1
I -0.435 -1.687 -2.188 0.2 0.9 0.9 0.408
O -0.173 0.408 1.366 0.5 -0.1 0.6 -0.682
O -0.341 -0.871 -0.324 -0.6 -1.9 -1.8 -0.696
C 0.028 0.402 -0.015 -0.5 3.9 0.6 0.221
H -0.649 1.347 -0.345 1.3 -2.5 -0.1 0.150
H 1.106 0.661 -0.154 -0.6 -0.4 -0.8 0.136
H 0.463 -0.260 1.659 -0.3 0.1 0.6 0.464
```
Positions in Å, forces in eV/Å.

Summary:
**Highest occupied orbital energy**: -0.35711 Eh
**SMILES**: OCOI
**HOMO-LUMO gap**: 0.3154 hartree
**LUMO**: -1.134 eV
**DFT total energy**: -13279.202 eV
**F_max**: 3.95 eV/A


# 3
A 2-piece molecular cluster, CH3IO2P overall, computed with ωB97M-V/def2-TZVPD.

```
8
Properties=species:S:1:pos:R:3:forces:R:3:nbo_charge:R:1
I 3.274 1.071 -0.125 -0.4 -0.2 0.0 -0.936
P -0.021 -1.112 -0.067 -1.3 0.2 0.9 2.246
O -0.254 -1.899 -1.270 0.4 0.6 -1.2 -1.036
O 0.029 -1.780 1.236 0.5 0.9 0.4 -1.034
C -0.614 0.652 -0.048 -1.0 1.3 2.5 -1.063
H -0.405 1.083 1.064 0.5 -0.9 -2.9 0.280
H -1.792 0.664 0.110 2.2 -0.5 -1.2 0.250
H -0.217 1.321 -0.901 -0.7 -1.3 1.6 0.293
```
Positions in Å, forces in eV/Å.

Summary:
**Total charge**: -1
**Highest occupied orbital energy**: -0.14671 Eh
**HOMO-LUMO gap**: 0.2518 hartree
**LUMO**: 2.859 eV
**DFT total energy**: -22573.295 eV
**F_max**: 3.06 eV/A


# 4
CH3IO2S2 in the gas phase, computed with ωB97M-V/def2-TZVPD.

```
9
Properties=species:S:1:pos:R:3:forces:R:3:nbo_charge:R:1
I 1.645 2.323 0.203 -0.2 -0.3 -0.1 0.053
S 1.506 -0.108 -2.566 -0.8 0.9 1.5 -0.307
S 0.474 0.601 -1.063 3.5 -4.0 0.1 1.460
O 0.486 -0.840 0.163 0.2 3.7 -3.1 -0.637
O -0.848 1.026 -1.278 -2.0 0.7 0.2 -0.877
C -0.672 -0.745 0.957 1.4 -2.2 2.2 -0.298
H -0.388 -0.245 1.919 -0.2 -0.7 -0.3 0.172
H -1.430 -0.089 0.556 -0.8 -0.8 -0.5 0.211
H -0.772 -1.923 1.108 -1.2 2.7 0.1 0.224
```
Positions in Å, forces in eV/Å.

Summary:
**Highest occupied orbital energy**: -0.35806 Eh
**SMILES**: CO[S@](=O)(=S)I
**HOMO-LUMO gap**: 0.2838 hartree
**LUMO**: -2.021 eV
**DFT total energy**: -34948.986 eV
**F_max**: 5.33 eV/A